96
Properties=species:S:1:pos:R:3:forces:R:3 method="wB97M-V/def2-TZVPD" charge=-1 multiplicity=1 lumo_energy_ev=1.2884 gap_ev=6.0 e_homo_ev=-4.7 e_tot_ev=-103137.5603
C 1.482 2.762 -1.704 1.191 0.250 0.345
C 0.947 1.370 -1.805 0.664 -0.887 -0.020
H 7.396 -1.629 6.016 -0.047 0.045 0.009
H 1.783 3.021 -0.684 -0.100 -0.057 -0.061
H -2.418 7.021 -3.722 0.058 0.020 0.042
H 2.231 -4.393 -0.097 0.107 0.186 -0.176
C -0.747 2.825 -1.827 -2.151 0.352 0.246
C 5.264 -1.327 6.222 -0.693 -0.702 -0.725
C 6.065 0.127 7.716 0.067 1.508 1.994
C 0.576 0.666 3.662 -0.708 1.361 -1.644
H -5.519 0.010 -8.473 0.154 0.130 0.185
H -0.919 -4.672 -5.922 0.048 0.008 0.057
O 0.366 -5.605 -4.625 -0.160 -0.033 0.920
H -3.776 0.256 -8.745 -0.048 -0.035 0.068
C -0.564 8.900 -2.840 0.516 2.172 0.218
O -3.407 -1.311 -6.453 0.093 0.804 0.460
O -0.440 -4.021 -3.240 0.151 -1.122 0.097
H -3.326 0.557 -1.519 -0.109 0.001 0.026
H -0.245 -2.347 6.769 0.099 0.039 -0.014
H 0.716 3.921 3.021 -0.229 1.075 0.055
O -4.420 0.663 -6.842 0.480 -0.432 0.786
B 0.754 2.975 3.726 -0.143 -1.944 -1.185
C -0.358 6.697 -3.144 0.425 -1.203 -0.004
O 2.918 -3.005 -1.474 -0.280 0.905 -0.929
O -0.525 2.617 4.437 -1.885 -2.436 0.804
H 5.140 -2.411 6.148 -0.063 0.247 0.146
H 0.923 -2.884 -4.266 -0.081 -0.025 -0.048
C 1.528 -2.932 7.862 -0.114 -0.235 1.139
H 2.222 -2.461 8.566 -0.039 -0.017 -0.085
C 6.627 -0.880 5.803 0.543 -0.337 -0.893
H 0.204 -3.447 -0.942 0.111 0.116 0.051
O -1.884 3.265 -1.868 2.356 -0.766 -0.123
O 1.510 -1.629 5.989 1.003 -0.887 -0.275
C -0.056 -5.326 -3.357 -0.117 -1.585 1.899
O 2.685 -1.294 -2.974 -0.796 -1.213 1.694
O 0.860 1.810 2.782 0.311 -2.557 1.707
H 2.325 2.934 -2.379 -0.229 0.112 0.017
H -2.942 -0.248 2.982 0.332 0.823 0.819
C -0.860 1.170 4.272 0.769 1.117 0.769
O -0.086 -6.138 -2.447 0.125 1.822 -1.999
H -3.443 -0.869 -3.435 -0.254 -0.309 0.514
H 1.738 2.809 4.388 0.523 0.636 1.081
O -4.335 -2.697 0.300 0.045 1.581 -1.884
H -3.769 -2.100 -8.335 0.036 0.049 0.263
C 0.708 -1.932 7.115 -0.979 0.577 0.365
O 1.118 -1.657 -1.347 1.146 0.043 -0.930
N 0.651 -0.588 2.819 1.034 0.815 -0.221
H 6.671 -0.616 4.743 0.051 0.106 0.243
C -4.294 0.072 -1.685 0.249 1.250 -0.303
O 2.274 -3.569 6.842 0.253 0.348 -0.930
H -5.168 -1.231 -3.175 -0.057 -0.029 0.025
H 0.912 -3.657 8.401 0.207 -0.019 -0.179
H 4.469 -0.838 5.649 0.132 -0.058 0.054
H 0.171 6.273 -2.284 -0.116 0.014 -0.120
H -0.266 6.012 -3.991 0.109 0.208 0.123
H -5.027 0.831 -1.973 0.095 -0.123 0.240
O -0.270 10.081 -2.754 -0.618 -2.462 -0.213
S -2.183 1.900 1.396 -0.320 -0.157 0.067
H -5.169 -2.007 -7.238 0.077 0.059 -0.017
C -0.045 -3.368 -4.432 0.092 1.251 -0.264
O 3.048 -2.847 4.813 -1.423 0.222 2.020
C -4.259 -1.495 -7.568 -0.286 -0.993 -0.540
H 1.683 -0.827 2.768 -1.596 0.350 0.235
H 0.805 -4.310 -6.183 -0.061 -0.192 0.173
O -1.706 8.351 -2.334 0.915 0.750 -0.270
O -3.198 0.381 -4.929 -0.870 -0.749 -2.837
O 0.375 3.563 -2.071 -1.007 -0.178 -0.087
C 0.038 -4.484 -5.424 0.000 0.096 -1.080
H 1.249 0.613 4.617 -0.837 -0.025 -1.866
O 0.208 7.956 -3.453 -0.443 1.084 0.243
H 1.410 0.693 -1.083 -0.304 0.184 -0.128
C -4.211 -1.043 -2.677 0.279 0.051 -1.060
C -3.636 -0.051 -5.982 0.894 1.107 2.133
H 0.421 -0.310 1.819 0.125 -0.008 1.770
H -2.210 6.356 -2.083 0.057 0.210 -0.081
C 2.340 -2.695 5.795 0.842 -0.025 -1.886
O 5.182 -0.904 7.570 0.685 0.756 0.498
C -1.781 7.028 -2.831 -0.911 -0.901 0.122
O 6.859 0.257 6.613 -0.496 0.129 0.889
H -1.228 0.630 5.270 1.142 1.213 -1.613
C 2.254 -3.313 -0.263 0.216 -0.688 1.057
O -0.432 1.531 -1.530 -0.544 1.193 -0.314
H -0.778 -2.610 -4.720 0.051 -0.119 0.245
C 0.889 -2.739 -0.464 -1.157 -0.537 0.855
O 6.133 0.840 8.703 -0.111 -1.610 -2.153
H 0.510 -1.032 7.704 0.096 -0.045 -0.280
C -4.305 -1.885 -0.610 -0.101 -1.132 1.821
O -3.883 -2.164 -1.878 -0.227 -0.174 1.075
H -3.468 1.834 3.926 0.869 -0.904 -0.194
C 2.276 -1.930 -2.017 0.519 0.916 -1.216
P -2.435 1.108 3.175 0.672 0.557 -0.773
H 1.061 0.951 -2.810 0.016 -0.005 0.107
O -4.689 -0.581 -0.493 0.063 -1.390 0.135
C -4.526 -0.099 -8.030 -0.389 0.366 -0.983
H 2.790 -2.837 0.565 -0.041 -0.022 -0.082
H 0.443 -2.389 0.471 0.043 0.115 -0.220

---

88
Properties=species:S:1:pos:R:3:forces:R:3 method="wB97M-V/def2-TZVPD" charge=+1 multiplicity=1 lumo_energy_ev=-6.6099 gap_ev=2.3 e_homo_ev=-8.9 e_tot_ev=-170961.5656
Cl -3.853 2.646 0.394 2.549 -0.908 0.837
C -1.319 1.253 -0.398 2.990 0.110 4.075
C -4.838 -0.999 8.039 2.505 -0.803 1.105
O -4.056 -0.038 7.866 0.207 0.740 -0.767
H 0.505 0.046 -2.234 1.175 -0.278 2.320
H -1.711 1.124 -1.498 0.699 0.312 2.602
O 3.101 -2.300 -9.113 1.306 1.231 0.803
C 2.012 -0.180 7.693 0.767 -0.242 0.471
H -6.308 -1.771 7.905 -1.031 0.129 -0.389
H -2.131 -4.546 -6.764 0.439 0.225 0.125
C 4.873 2.335 1.864 1.468 0.223 -0.053
N 2.271 0.391 1.658 -2.158 2.594 5.194
H 2.949 0.288 -9.919 -0.275 -0.224 0.252
O 4.750 -1.339 -7.851 -0.667 -0.496 -0.588
H -8.715 2.949 0.161 -0.291 -0.129 0.000
P -3.944 1.878 4.062 -0.909 -0.593 0.236
Be -0.391 -0.286 6.140 -0.819 -0.082 -0.441
H 7.279 1.152 3.618 -0.947 -1.453 -1.527
H 5.859 3.002 1.963 -2.077 -1.501 -0.147
H 4.186 1.885 -8.064 0.106 -0.149 -0.011
H 0.242 -3.545 -0.785 0.515 1.633 -2.192
H 7.204 0.719 1.751 -0.844 -0.683 2.400
H 6.814 -0.689 3.081 -0.206 2.788 -0.541
C 0.865 0.892 1.489 -0.563 0.294 0.301
O -5.291 2.360 3.318 1.456 -0.842 2.845
H 3.574 1.731 5.495 -1.873 -0.653 -0.083
N 4.226 0.186 3.359 0.134 3.888 -3.234
O -6.077 -0.877 7.583 -2.678 0.307 -1.066
H 2.563 -1.899 -0.988 -2.127 0.962 0.385
O -10.081 2.831 2.140 -0.313 -0.468 -0.325
Ca -7.108 3.004 4.665 1.851 -1.071 -0.771
H -1.631 -3.504 -8.110 0.187 -0.086 0.254
C 3.651 -1.309 -8.662 -0.865 -1.591 -0.513
H 2.145 0.486 -1.369 -2.293 -0.615 0.599
H -9.385 1.386 -0.418 -0.186 0.175 -0.012
H -4.200 1.418 6.230 0.120 0.088 1.072
C -1.288 -4.282 -7.415 -1.541 0.028 -1.354
F -1.872 -2.698 -2.573 0.389 0.389 -0.104
C 5.056 -0.012 -7.427 0.521 0.405 0.484
C 1.445 -1.606 -0.791 -0.394 -0.007 0.041
H 0.834 -0.217 7.670 2.261 0.358 0.357
O -4.206 2.308 5.766 -0.059 -1.974 -3.991
C 2.631 -0.017 6.184 1.035 -1.631 0.939
H -0.492 -2.283 -2.002 0.249 -0.870 -0.361
C -2.449 2.905 3.466 1.328 0.988 -1.112
H 3.997 3.003 2.257 1.466 -1.671 -0.825
H 4.792 2.104 0.695 -0.106 0.341 2.725
C 0.188 0.723 -0.023 -2.092 1.237 0.641
Br 1.610 -3.603 -3.023 -1.141 0.853 0.823
O -4.675 -2.115 8.589 0.857 0.555 0.058
O -0.383 -2.737 -5.948 0.290 -0.867 0.206
H 1.357 -4.388 -8.155 -0.328 -0.054 0.274
C 0.038 1.583 2.707 -1.329 0.040 -1.349
H 5.093 1.010 -9.310 -0.090 0.008 0.172
C -1.497 2.135 2.347 -0.276 -0.814 -2.782
H 2.397 0.671 8.432 -1.021 -1.741 -1.775
H 4.640 0.139 -6.425 0.028 -0.043 -0.063
H 1.995 -3.206 -7.007 -0.485 -0.119 0.135
H -1.048 -5.169 -8.013 0.389 0.164 0.239
N 2.575 1.384 5.614 -0.537 -0.811 -2.640
C 6.748 0.472 2.823 -1.258 0.639 -0.548
C 2.807 0.606 3.045 -2.584 0.676 -1.910
H -10.182 2.938 -0.875 0.035 -0.227 0.116
H -1.817 3.358 4.371 -1.379 -1.517 -1.814
C -9.624 2.404 -0.104 0.297 0.123 -0.140
H 2.081 -0.771 5.469 1.008 1.371 1.327
H 0.840 -2.702 -8.256 -0.053 -0.245 0.321
H 3.772 -0.358 6.209 -2.535 0.566 -0.010
H -2.896 3.857 2.906 0.618 -2.162 1.189
H 0.260 -4.732 -6.037 -0.074 0.428 0.783
C 3.202 0.106 -8.872 0.135 0.412 -0.326
C 1.908 1.269 4.228 -1.106 0.839 -0.595
C -0.062 -3.842 -6.598 -0.072 -0.473 1.106
H 2.344 0.308 -8.224 -0.053 -0.099 -0.133
C -2.170 1.991 0.823 4.329 -1.548 1.143
C 5.158 0.972 2.728 -1.065 -1.785 0.913
C 4.419 0.890 -8.452 0.165 0.892 -0.236
O -3.699 0.170 3.817 0.058 4.604 1.129
C 0.516 -2.706 -1.586 1.237 -0.402 2.839
C 1.098 -0.028 -1.206 0.015 -0.007 0.236
N 0.499 1.782 4.124 5.049 -3.030 -4.713
O -11.572 1.718 0.961 2.193 1.334 0.629
H -2.753 -0.020 4.087 -0.817 -0.016 -0.135
H 2.348 -1.221 8.172 -0.669 2.214 -1.244
C 1.094 -3.509 -7.556 1.094 0.900 -1.474
N -10.496 2.311 1.098 -1.425 -0.797 -0.077
H 6.141 0.121 -7.384 -0.188 -0.271 0.060
H 1.265 -1.692 0.370 0.283 -0.016 -2.389

---

74
Properties=species:S:1:pos:R:3:forces:R:3 method="wB97M-V/def2-TZVPD" charge=0 multiplicity=1 lumo_energy_ev=-0.0236 gap_ev=3.0 e_above_lowest_kcal_mol=5.9 e_homo_ev=-3.0 e_tot_ev=-112434.7533
H 5.491 -1.725 2.364 -0.233 -0.361 -0.261
C -5.048 -4.245 0.990 2.261 0.831 -1.932
H 1.714 -2.209 1.776 -0.854 -0.286 -0.237
H 3.105 -0.407 1.480 0.291 -0.208 -0.396
Si -0.766 -2.444 0.919 1.217 0.123 -1.431
H -1.033 -3.916 -3.690 -0.414 -0.080 0.658
H -0.749 -0.732 -2.422 0.457 -0.305 0.012
H 1.094 4.188 3.283 -0.110 -0.299 -0.499
H 0.667 5.326 -2.230 -0.211 0.034 0.748
C -1.040 -4.231 -2.624 -0.299 -0.198 0.152
C 0.516 4.637 -1.372 -0.685 0.322 -1.132
C -2.424 3.789 -2.596 -1.007 0.297 -0.266
C -4.425 -4.056 2.204 -0.037 0.388 1.082
H -1.456 2.188 -3.702 0.534 0.681 0.507
H -0.727 5.245 1.022 0.225 -0.156 1.112
C 5.586 -4.365 0.159 0.519 0.687 0.613
H -4.204 4.309 0.011 -0.071 0.486 0.239
H 6.037 -5.366 0.057 -0.270 0.583 0.037
S 0.305 2.981 -2.215 1.023 -0.865 0.401
H -1.560 -5.235 -2.507 0.620 1.331 -0.105
C -1.711 -1.201 -2.239 -1.156 -0.526 -1.073
H -2.585 5.140 0.074 -0.528 -0.419 -0.002
H 1.420 5.638 2.535 -0.231 0.444 -0.366
H 2.571 4.385 -0.999 0.545 -0.398 -0.310
H -4.991 -4.210 3.142 0.287 -0.069 -0.656
H -0.981 -0.880 2.886 -0.291 0.178 -1.029
C -3.092 -3.593 2.311 -0.850 -0.816 -0.222
H 1.527 -3.274 0.412 -0.090 -0.405 0.219
H -4.687 -4.219 -1.232 -0.400 0.298 0.337
C 1.032 -2.980 1.341 -0.240 0.471 0.271
C 5.247 -2.346 1.491 0.865 -0.742 0.750
H -0.359 4.897 -0.796 -0.601 0.125 -0.326
C 1.709 4.744 -0.471 1.433 0.117 1.153
H 0.245 -0.350 1.769 -1.544 -0.093 -0.356
C -4.305 -3.953 -0.245 -0.021 -0.643 1.537
C -0.521 4.861 2.054 -0.652 1.085 -0.158
C 4.403 -1.840 0.527 0.434 -0.386 -1.818
H 3.730 -1.815 -2.740 0.114 -0.422 0.379
H -2.338 -0.415 -1.837 -0.281 0.030 0.663
C -0.847 -0.722 1.778 1.244 -0.344 0.748
H -6.053 -4.582 0.953 -0.726 -0.296 -0.135
S -1.364 3.294 2.288 0.098 -0.962 -0.241
H 6.378 -4.112 2.116 0.570 0.052 0.694
C -2.380 -3.357 1.170 -0.334 0.503 -1.539
H -2.355 4.887 -2.415 0.045 -0.789 -0.190
H 4.580 0.314 0.919 -0.226 -0.671 -0.442
C -2.991 -3.483 -0.170 -0.023 -0.042 1.613
C 4.855 -3.800 -0.892 -0.237 0.463 0.841
H -0.885 5.583 2.824 -0.054 -0.417 -0.717
H -3.347 3.573 -3.245 1.170 0.377 1.262
H -2.182 -1.398 -3.217 0.269 0.198 -0.072
H 2.371 -2.516 -1.761 0.784 0.343 -0.215
H -0.877 3.831 -4.167 -0.482 -0.350 0.593
C 0.944 4.684 2.304 0.499 1.121 1.567
C -3.004 3.751 1.737 -1.461 0.653 -0.761
H 4.710 -4.301 -1.851 0.110 -0.043 0.336
S 1.923 3.817 1.140 -0.390 -1.630 -1.704
H -1.643 -0.064 1.387 0.370 0.116 0.293
C 5.836 -3.611 1.354 -1.491 -0.501 -2.134
C -1.212 3.204 -3.305 0.466 0.572 -0.287
S -2.554 2.943 -0.928 0.076 -0.825 -0.034
C 3.350 -1.969 -1.722 -1.934 0.351 -0.677
H -2.591 -3.484 3.263 -0.279 0.021 0.224
H 2.006 5.772 -0.185 -0.726 -0.141 -0.397
Te 2.712 0.151 -1.146 -0.650 0.305 0.149
H -3.285 4.649 2.340 -0.064 -0.699 -0.342
H -3.763 2.938 1.932 1.152 0.706 0.027
Si -1.630 -2.879 -1.375 0.747 0.421 0.961
C 3.840 -0.477 0.649 -0.667 1.372 1.079
Ca -0.009 1.531 0.130 0.553 0.274 -0.348
C 4.221 -2.553 -0.705 0.949 -0.287 1.208
H 0.977 -3.780 2.073 0.348 -0.454 -0.092
H 0.019 -4.354 -2.401 0.142 -0.335 0.101
C -3.147 4.196 0.235 0.401 0.105 0.336

---

84
Properties=species:S:1:pos:R:3:forces:R:3 method="wB97M-V/def2-TZVPD" charge=0 multiplicity=1 lumo_energy_ev=0.3503 gap_ev=9.1 e_above_lowest_kcal_mol=0.0 e_homo_ev=-8.7 e_tot_ev=-157336.0293
H 3.552 2.613 1.512 -0.013 -0.011 0.008
O -3.822 1.708 1.110 0.006 0.127 0.191
H -1.894 -3.884 -3.847 0.003 -0.006 -0.005
H 0.337 2.921 -2.596 0.025 0.004 -0.019
H -2.814 0.119 -5.074 0.004 0.006 -0.003
H -1.403 -2.549 4.569 0.004 -0.007 -0.006
C -0.980 5.120 1.983 0.035 0.005 0.031
C -1.134 5.693 3.236 -0.016 -0.024 0.005
H 2.567 3.071 -0.703 0.002 0.024 0.005
O 3.228 1.096 -0.675 0.142 -0.027 0.005
Ga -2.087 0.354 0.379 -0.088 -0.439 0.331
H 1.433 -1.209 -3.101 0.003 -0.002 0.018
O -4.008 1.495 3.576 -0.015 0.022 0.042
C -2.206 -2.874 -3.613 0.010 0.023 -0.029
O -0.697 -1.141 0.673 0.117 0.365 -0.154
H 0.309 -5.953 0.532 -0.012 0.005 0.004
C 1.059 0.896 -2.702 0.015 -0.058 -0.018
H 1.942 -6.218 -0.097 0.002 -0.001 -0.008
H 3.843 2.622 -2.772 0.003 -0.003 -0.007
C 0.763 -4.177 -1.546 0.012 -0.004 -0.009
C 1.320 -5.547 0.496 0.013 -0.002 -0.004
C 2.008 -1.161 0.054 0.017 -0.010 -0.021
C 1.305 -4.171 -0.132 0.014 -0.018 -0.002
O -1.236 1.922 -0.038 0.211 -0.096 -0.136
P 1.830 0.634 -0.100 -0.194 0.061 -0.164
H 0.905 -4.226 3.347 -0.007 -0.004 -0.007
C 4.200 2.865 0.676 0.034 0.004 -0.004
H -0.660 6.641 3.453 0.005 0.000 -0.005
H 1.441 -4.718 -2.207 0.000 -0.009 0.007
H 0.692 -0.327 -4.434 0.012 0.005 0.003
H -1.302 -3.039 2.876 0.003 -0.006 -0.015
H -4.276 -0.460 -0.485 0.002 -0.009 -0.045
H 4.420 3.933 0.714 0.003 0.010 0.007
O 0.790 0.794 -1.278 0.163 -0.072 0.043
C -1.890 5.051 4.199 0.002 -0.011 -0.015
O 1.411 1.229 1.168 -0.046 0.048 0.039
C 1.164 -3.446 4.063 -0.001 0.009 0.018
S -1.321 3.422 -0.044 -0.246 0.086 0.066
C 3.522 2.540 -0.635 -0.056 -0.022 -0.066
S -3.185 1.707 2.429 -0.056 -0.004 -0.189
C -2.491 3.839 3.900 0.006 0.004 0.012
C 0.488 -2.143 3.691 0.030 0.024 0.008
C -3.281 -0.900 -0.548 -0.022 0.105 -0.051
H -3.090 3.323 4.636 -0.007 -0.003 0.001
O -2.461 3.888 -0.776 0.002 -0.025 0.003
H 5.139 2.315 0.762 -0.005 -0.004 0.001
O -2.085 0.668 2.306 -0.014 -0.070 -0.034
H -2.017 5.487 5.181 -0.005 -0.003 0.001
H -0.824 1.779 -3.277 -0.004 0.009 0.043
H 2.123 1.105 -2.825 -0.010 0.019 0.005
C -2.926 -1.245 -1.957 0.043 -0.001 0.002
H -0.380 5.609 1.229 0.002 -0.007 -0.007
H -0.211 -4.667 -1.570 -0.013 0.002 0.008
O -0.036 3.948 -0.416 0.033 0.007 0.010
H 1.720 -5.510 1.508 0.008 0.002 0.004
C 4.378 2.833 -1.847 -0.007 -0.009 0.031
P 0.608 -1.791 0.984 0.020 -0.153 0.136
H 2.316 -3.754 -0.112 -0.004 0.008 -0.002
C 0.708 -0.431 -3.348 0.015 0.012 0.020
H 0.565 2.303 -4.243 -0.015 -0.041 -0.024
C -2.343 3.263 2.646 -0.074 -0.047 0.012
C -2.508 -2.531 -2.305 0.014 0.030 0.035
C -2.320 -1.928 -4.622 0.005 0.001 0.011
H 0.749 -1.365 4.408 -0.014 -0.010 -0.011
H -2.436 -3.275 -1.520 0.008 -0.004 0.008
H 0.827 -3.763 5.051 0.001 0.000 0.005
H 2.247 -3.329 4.090 0.009 0.001 -0.004
C -1.577 3.906 1.669 0.114 0.067 -0.057
C -1.016 -2.263 3.590 -0.022 -0.010 0.008
H -3.248 -1.802 0.064 -0.065 0.018 0.015
H -0.286 -0.750 -3.025 0.060 0.006 -0.009
H 4.663 3.885 -1.850 -0.008 0.013 -0.001
H 2.925 -1.402 0.592 -0.008 0.004 0.011
H 0.635 -3.165 -1.934 0.001 0.007 -0.004
O 0.452 -3.340 0.695 -0.056 0.042 -0.009
C -3.011 -0.312 -2.992 -0.062 0.002 -0.039
Cl -3.489 1.314 -2.612 -0.013 -0.022 0.005
O 1.107 -1.657 2.455 -0.040 0.016 -0.057
H -1.474 -1.320 3.303 -0.006 0.023 -0.001
H -2.096 -2.187 -5.649 0.001 -0.008 -0.007
H 2.034 -1.615 -0.937 0.008 -0.002 -0.013
H 5.286 2.229 -1.820 0.002 0.003 0.006
C 0.232 2.046 -3.235 0.028 0.028 -0.016
C -2.721 -0.639 -4.309 -0.050 0.008 0.050